DFT (the ωB97M-V functional and the def2-TZVPD basis) results for a 2-piece molecular cluster, CH4Cl2OSi overall in a non-equilibrium geometry.

The geometry in XYZ format:
```
9
Properties=species:S:1:pos:R:3:forces:R:3
C -1.3306 -0.3209 0.8950 -0.9 0.1 2.8
O -1.3653 0.3243 -0.2704 1.8 -0.2 -1.6
Si 1.4833 0.2836 -1.2000 -3.3 1.6 -0.3
Cl 2.1333 -1.1134 -0.0542 1.1 -1.6 1.5
Cl 1.4984 2.2164 -0.6944 0.4 0.5 0.4
H -1.1112 -1.3982 1.0078 0.5 -0.1 -1.0
H -2.4544 -0.3924 1.1492 1.2 0.5 0.5
H -0.6839 0.1823 1.7326 -1.3 -0.5 -1.1
H 1.8304 0.2184 -2.5655 0.5 -0.4 -1.1
```
Forces are in eV/Å.

The gap between HOMO and LUMO (alpha / beta) is 6.51 / 8.85 eV. The value obtained for the energy above the lowest of the compared OMol25 structures with the same formula, charge and spin is 144.7 kcal per mole. Its highest occupied orbital energy (alpha / beta) is -7.60 / -9.55 eV. The LUMO energy (alpha / beta) comes out at -1.091 / -0.701 eV. The energy comes out at -36070.0965 eV.

Here are the natural (NBO) charges for atoms 1 to 2, given in e: number 1, C, carries -0.278; number 2, O, carries -0.516